[1]
Molecular formula: C39H31N6O4V
Method: DFT, ωB97M-V with the def2-TZVPD basis set

ORCA input file:
```
! RIJCOSX wB97M-V def2-TZVPD def2/J DEFGRID3
* xyz 1 2
H -0.410 -3.999 -3.240
H 3.239 -2.562 3.960
N -1.607 -2.193 -0.015
H -3.515 -0.986 3.341
C -0.119 -2.961 -3.138
C 0.585 -0.133 -2.244
H 3.504 -3.272 1.584
C -1.443 -0.068 -3.747
C -2.674 -4.494 0.226
H 4.795 -0.854 -2.627
H 5.221 0.853 -2.830
C -3.662 3.732 1.247
H 4.690 0.231 -1.258
O 2.066 -3.517 -0.845
N 2.555 -1.344 -1.383
H -4.281 0.367 0.864
H 1.542 -0.802 4.529
C 0.963 -0.605 2.478
C 0.096 0.009 -3.722
O -5.662 -5.877 0.638
C 2.631 -2.117 3.184
C -2.351 -2.383 1.074
C 2.789 -2.514 1.869
H -4.715 3.962 1.126
C -2.332 2.078 2.514
H 3.729 2.095 -3.815
C 0.712 -1.089 -4.554
H 1.240 4.817 1.766
C 4.538 0.165 -2.337
H -5.124 1.360 2.062
H -2.405 2.903 3.219
C -1.341 4.727 1.472
H -1.754 -5.089 -1.637
C 2.118 -2.339 -0.569
C 1.621 2.016 -4.107
C -0.468 -2.367 -1.979
H -1.871 0.601 -2.997
C -2.116 -1.097 1.760
C 0.939 3.772 1.734
H -1.796 0.242 -4.730
C -2.207 0.800 3.342
C 0.462 1.377 -4.245
H -2.629 0.965 4.329
H -1.813 -1.072 -3.563
N 1.096 -1.006 1.206
C -2.804 4.754 1.315
H -3.566 -3.878 2.112
H -5.184 1.792 0.356
H 1.049 -3.103 -4.942
C 0.602 -2.389 -4.261
H 1.465 3.282 0.911
C 1.693 -1.137 3.513
H 1.280 -0.798 -5.430
C 2.857 1.523 -3.513
C -5.244 -6.164 -0.405
C -1.335 -3.043 -0.993
C 1.995 -1.927 0.888
O -4.801 -6.438 -1.440
O -0.748 0.625 3.663
C -4.540 1.386 1.139
N -1.865 0.714 -0.144
N -0.169 -1.096 -1.492
H 1.279 3.290 2.655
H -0.322 1.888 -4.794
C -2.695 -0.521 2.799
C -2.956 -3.623 1.257
C -3.313 2.257 1.302
C -1.909 -4.315 -0.898
H 1.702 2.997 -4.560
H 0.425 0.852 -1.771
H -3.229 5.748 1.248
H -0.868 5.702 1.512
C 3.115 0.483 -2.707
V -0.740 -0.426 0.226
N -0.167 1.206 1.492
C 2.095 -0.403 -2.097
C -0.546 3.657 1.573
C -1.153 2.277 1.512
C -2.115 2.044 0.315
C -0.041 0.495 2.562
H -2.064 2.756 -0.510
*
```

Computed properties:
Energy above the lowest of the compared OMol25 structures with the same formula, charge and spin, kJ/mol: 0.00
Kohn-Sham gap (alpha / beta), eV: 6.821 / 6.693

[2]
Molecular formula: C39H32BrCl6InN2O12Te
Method: DFT, ωB97M-V with the def2-TZVPD basis set

ORCA input file:
```
! RIJCOSX wB97M-V def2-TZVPD def2/J DEFGRID3
* xyz -2 1
C 0.727 6.594 4.218
H 3.954 -6.020 -1.882
H -2.745 3.252 4.814
Cl -0.903 -2.494 -2.445
H -2.959 4.819 2.803
C 2.680 -2.879 -1.746
H -2.634 0.550 2.129
C 6.420 1.120 -1.478
C -0.200 2.338 1.551
H 1.019 6.957 3.229
C -3.248 -1.411 -3.158
O 0.964 -0.015 -3.482
H 1.369 3.769 6.109
C 1.359 5.222 4.493
C 0.860 4.215 3.458
O 3.679 -1.241 5.458
C -1.034 2.910 2.553
C 0.971 4.765 5.905
C 2.881 5.371 4.447
H -4.181 1.402 2.120
In 0.141 0.220 -0.772
H -4.361 3.826 2.352
C -0.177 -1.822 2.776
H 2.489 -3.538 -5.054
Cl -2.243 2.697 -1.623
C 1.269 -2.421 5.111
O 1.997 1.862 -4.527
C -0.033 -2.857 4.949
O 0.005 -3.901 6.994
C -2.042 -1.186 -2.498
C 4.151 -0.337 -0.817
H 1.047 7.327 4.966
O -0.236 -1.645 0.425
H -3.013 1.643 0.813
H 3.206 6.056 5.235
O 1.634 -0.441 2.106
C -4.156 -0.368 -3.288
C -3.279 3.944 2.230
Cl -3.625 -2.964 -3.823
H 3.436 -4.238 -0.261
C -3.115 1.493 1.885
C 1.666 3.687 2.463
C 3.234 -4.082 -1.314
H -3.075 4.134 1.174
H -3.964 2.120 4.235
C 5.155 -0.152 0.127
C -0.738 -2.576 3.762
H -0.112 4.724 6.034
O 3.973 -1.207 3.328
H -1.740 -2.959 3.631
H 5.489 1.388 -3.400
H 5.042 -0.553 1.129
H -1.134 4.255 4.184
C 5.408 0.945 -2.414
C -3.834 0.888 -2.793
C 2.408 -2.688 -3.095
H 3.217 5.777 3.491
C 1.859 -1.680 4.114
C 4.272 0.218 -2.087
C -2.617 1.084 -2.137
C 1.128 2.799 1.555
O -2.178 -1.578 1.537
C 1.159 -1.246 2.920
Te 2.420 -1.420 -0.219
C 3.525 -5.087 -2.227
H 3.476 0.114 -2.815
H 3.377 4.410 4.604
C -2.907 2.392 4.162
N 3.262 -1.342 4.307
Cl -4.949 2.196 -3.006
H 1.829 -2.676 5.998
H 7.301 1.696 -1.734
C 3.263 -4.892 -3.576
O 0.721 2.111 -2.537
C 6.291 0.574 -0.208
Br 2.288 2.184 0.189
H -0.363 6.532 4.242
H 2.714 3.939 2.380
H 3.489 -5.673 -4.291
C -2.554 2.669 2.689
O -0.655 1.464 0.690
Cl -5.671 -0.630 -4.083
O -0.354 1.608 -4.603
H -2.316 1.557 4.544
O -1.775 -4.075 5.800
C -0.958 -1.627 1.503
H 7.068 0.722 0.533
C -0.474 3.817 3.445
C -1.718 0.043 -1.931
H 1.961 -1.767 -3.444
H 1.372 5.459 6.651
N -0.637 -3.659 5.977
C 2.703 -3.695 -4.004
Cl 0.830 1.409 -3.821
*
```

Computed properties:
Energy above the lowest of the compared OMol25 structures with the same formula, charge and spin, kJ/mol: 117.69
Kohn-Sham gap, eV: 7.160

[3]
Molecular formula: C39H32ClO6S
Method: DFT, ωB97M-V with the def2-TZVPD basis set

ORCA input file:
```
! RIJCOSX wB97M-V def2-TZVPD def2/J DEFGRID3
* xyz 1 1
C 4.644 -1.746 -3.468
H -3.359 -3.180 8.656
C 6.441 -1.665 -5.154
C -0.212 0.266 -0.400
C -1.983 0.480 -2.171
H 9.733 1.138 -7.330
H 5.731 -3.417 -4.229
C -1.868 -0.462 2.890
H 7.352 0.874 -7.234
Cl 3.005 1.675 -4.572
C -7.345 1.523 7.961
S 4.841 1.892 -5.289
H 7.842 -2.680 -3.905
C -5.267 -0.820 10.154
C -8.226 2.588 8.089
H 10.115 1.445 -5.646
H -3.933 -2.316 10.901
H 4.487 -2.634 -6.691
C -1.267 0.019 0.616
H -4.637 -0.109 0.970
C -0.035 0.858 -4.107
H -3.973 -0.568 3.307
C 7.447 0.098 -6.487
C -2.350 0.652 -3.502
H -4.352 -2.144 6.643
C 6.332 -0.635 -6.081
C -2.622 0.056 0.268
H 9.809 -1.398 -4.614
O 5.047 -0.357 -6.597
H 0.727 1.009 -4.867
C -3.047 0.295 -1.138
C 0.335 0.681 -2.785
C -3.215 -0.406 2.549
H 4.247 -0.808 -3.856
C 5.294 -2.508 -4.630
C -6.803 0.877 9.190
C -7.462 1.717 5.560
H -3.397 0.636 -3.771
C 7.722 -1.899 -4.642
H -1.577 -0.673 3.910
H -8.711 3.285 4.813
C -5.488 -0.711 7.755
H -9.402 4.050 7.061
H 4.160 -4.027 -5.707
C 8.839 -1.171 -5.026
H 5.436 1.428 -7.592
C -4.049 -2.353 8.757
H -8.519 2.921 9.075
C -6.969 1.078 6.691
H -1.666 0.965 -5.504
O 4.963 3.387 -5.826
O -7.139 1.252 10.293
H 10.789 0.029 -6.414
H -7.161 1.375 4.580
H 3.844 -2.313 -3.006
C -6.046 -0.079 6.528
H 4.176 3.923 -5.626
C -1.379 0.837 -4.469
C 4.252 -2.945 -5.683
C -3.592 -0.149 1.241
C -5.831 -0.240 9.024
O 0.966 0.289 -0.106
H -5.530 -0.443 11.133
H 1.376 0.686 -2.486
C 4.776 0.949 -6.869
H 0.153 -0.281 2.189
C -4.375 -1.870 10.020
C -8.717 3.218 6.959
O -5.751 -0.491 5.424
H 3.759 1.020 -7.252
C -0.638 0.484 -1.814
C -8.331 2.786 5.694
H 3.270 -2.582 -5.390
O -4.217 0.335 -1.450
C -0.896 -0.245 1.928
C 9.908 0.660 -6.371
C -4.603 -1.775 7.628
C 8.710 -0.145 -5.961
H 5.411 -1.491 -2.742
*
```

Computed properties:
Kohn-Sham gap, eV: 5.955

[4]
Molecular formula: C39H32IN5O3SbTi
Method: DFT, ωB97M-V with the def2-TZVPD basis set

ORCA input file:
```
! RIJCOSX wB97M-V def2-TZVPD def2/J DEFGRID3
* xyz 1 1
C -0.164 2.057 -2.051
C 5.332 0.349 2.461
H -4.854 3.593 -0.059
C -4.693 -1.715 -2.106
C -3.365 2.233 0.510
H -4.544 -2.774 3.313
C 0.951 -0.660 -3.539
C -2.538 -3.424 2.898
C -4.214 -2.972 -2.455
N 0.442 3.112 1.938
C -4.749 3.413 2.150
C -4.000 2.836 3.149
C 5.684 -0.904 4.525
C -2.728 1.510 1.509
C -2.237 -4.475 -3.137
C 1.000 4.573 -2.305
H 3.247 -1.569 -5.884
H 2.758 -1.862 3.023
H 2.313 -2.526 -0.571
C 4.062 -0.214 2.359
C -2.862 -3.223 -2.710
H -4.130 -0.390 2.356
C -4.404 3.072 0.800
N -1.971 -2.184 -2.623
H 6.988 0.593 3.780
C -3.553 -2.479 2.938
H -2.859 -4.960 -3.907
N -0.577 0.795 0.829
C 0.420 3.249 3.144
H -4.829 -3.861 -2.594
C 2.977 0.590 1.674
C -3.736 -0.730 -1.884
C 3.045 -2.663 -1.396
H -2.703 -4.409 3.270
C 2.579 -1.916 -2.566
C 3.309 -1.949 -3.784
H -1.680 2.808 -3.319
H 1.543 5.515 -2.388
C -1.681 0.450 1.314
C -1.075 -1.843 1.805
C 3.664 -1.269 3.184
H 3.487 2.633 -1.390
C -2.390 -1.041 -2.104
C -2.052 -0.879 1.916
O 0.439 3.387 4.305
H -0.132 -1.661 1.342
H -0.493 -3.807 2.352
N 0.985 2.350 -1.324
H 4.135 -2.426 4.863
C -3.028 1.879 2.838
H -0.822 5.086 -3.464
C 4.448 -1.616 4.247
I 6.708 -1.281 6.279
C 1.611 -0.624 -4.790
H 4.205 -2.547 -3.777
H -3.215 2.029 -0.561
Sb -0.986 0.278 -3.169
H -4.159 3.155 4.183
H -5.760 -1.556 -1.990
Ti 0.968 1.731 0.674
H 3.204 3.755 -0.087
O 1.761 0.125 1.711
H 3.577 4.421 -1.747
C -0.276 4.406 -2.831
H -1.194 -4.277 -3.444
H -4.064 0.283 -1.561
C 1.597 3.572 -1.552
N 1.414 -1.305 -2.478
H 5.728 1.027 1.722
H -5.535 4.103 2.387
C 2.822 -1.337 -4.908
C 3.057 3.613 -1.180
C 6.105 0.018 3.580
C -1.303 -3.097 2.341
H 1.230 0.014 -5.563
H 4.034 -2.284 -1.024
H -2.390 1.421 3.587
C -0.787 3.105 -2.764
H -2.113 -5.189 -2.287
O 3.163 1.729 1.151
H 3.191 -3.786 -1.564
C -3.338 -1.185 2.430
*
```

Computed properties:
Energy above the lowest of the compared OMol25 structures with the same formula, charge and spin, kJ/mol: 278.78
Kohn-Sham gap, eV: 6.555